The following is a DFT calculation (the ωB97M-V functional and the def2-TZVPD basis) of a structure of composition C4H10N2OS.

```
! wB97M-V def2-TZVPD RIJCOSX def2/J DEFGRID3
* xyz 0 1
C 0.287 1.037 -0.659
C -0.331 -0.299 -0.097
C -1.432 -0.734 -1.083
C -0.948 -0.009 1.279
N 1.615 1.244 -0.166
N 0.685 -1.307 -0.069
O 3.416 -0.244 0.772
S 2.550 -0.142 -0.376
H 0.348 0.957 -1.745
H -0.346 1.884 -0.396
H -2.132 -1.401 -0.586
H -0.974 -1.271 -1.910
H -1.974 0.130 -1.465
H -1.228 -0.942 1.764
H -1.843 0.600 1.171
H -0.241 0.515 1.922
H 1.683 1.623 0.770
H 0.866 -1.640 0.873
*
```

Results
Frontier orbital gap ... 9.3 eV
F_max ... 0.0601 Eh/bohr
Relative energy (zero: lowest compared OMol25 entry of this formula, charge and spin) ... 233.9 kJ/mol